# 1
{
  "formula": "C8H53ClN2O23P",
  "method": "the ωB97M-V functional and the def2-TZVPD basis",
  "e_homo_ev": -12.487,
  "e_lumo_ev": -2.55,
  "orbital_gap_ev": 9.94,
  "total_charge": 1,
  "energy_ha": -2978.0154,
  "symbols": ["O", "C", "O", "C", "C", "C", "C", "C", "C", "N", "C", "N", "P", "O", "Cl", "H", "H", "H", "H", "H", "H", "H", "H", "H", "H", "H", "H", "H", "O", "H", "H", "O", "H", "H", "O", "H", "H", "O", "H", "H", "O", "H", "H", "O", "H", "H", "O", "H", "H", "O", "H", "H", "O", "H", "H", "O", "H", "H", "O", "H", "H", "O", "H", "H", "O", "H", "H", "O", "H", "H", "O", "H", "H", "O", "H", "H", "O", "H", "H", "O", "H", "H", "O", "H", "H", "O", "H", "H"],
  "coordinates": [[4.672946, 1.803753, 0.457098], [3.519577, 1.900027, 0.801343], [2.728734, 0.831865, 1.049010], [1.627386, 0.872679, 0.085961], [0.881078, -0.481105, -0.021477], [-0.605322, -0.354492, 0.322653], [-1.477686, -0.097983, -0.949282], [-2.150180, 1.232607, -0.775060], [-1.999323, 2.285815, -1.592365], [-2.750126, 3.282739, -1.019655], [-3.350468, 2.874172, 0.066194], [-3.007828, 1.601657, 0.240895], [-3.647622, 0.670940, 1.664366], [-5.223582, 1.015478, 1.580001], [-3.612312, -1.357096, 1.194877], [3.091325, 2.922470, 0.869399], [0.967736, 1.690964, 0.394417], [2.071351, 1.100397, -0.890596], [0.969357, -0.840079, -1.040835], [1.306017, -1.199137, 0.693746], [-0.803654, 0.435227, 1.050575], [-0.917399, -1.287474, 0.783310], [-0.870526, -0.024941, -1.846161], [-2.258064, -0.846049, -1.065788], [-1.427306, 2.358187, -2.496828], [-2.837526, 4.222905, -1.376801], [-4.007587, 3.467792, 0.672873], [-5.581274, 0.540404, 0.796492], [3.208714, 1.486464, -3.014984], [3.589591, 1.005154, -3.760339], [3.956454, 1.957113, -2.631665], [1.728270, -3.301738, -0.734643], [2.104490, -3.793959, -1.474532], [2.481610, -2.836769, -0.347742], [3.234002, -2.153199, 1.738803], [3.604956, -2.793519, 2.350236], [3.016506, -1.397990, 2.289418], [-2.626078, -2.963839, 3.958079], [-2.646718, -2.648292, 3.048600], [-2.033292, -3.730940, 3.933311], [4.853120, -1.558215, 3.729707], [5.533678, -0.903367, 3.542481], [4.207244, -1.073257, 4.258186], [2.108698, -3.552390, -3.844100], [1.437784, -3.376341, -4.514994], [2.803086, -2.915741, -4.036294], [1.233446, -2.734080, 3.811793], [1.215590, -2.469821, 2.884392], [1.836870, -3.483211, 3.829284], [-2.028520, -5.724703, 4.512629], [-2.958696, -5.528572, 4.678305], [-1.729494, -6.146488, 5.327710], [1.924184, -3.021305, -6.422286], [1.883756, -2.756772, -7.349222], [2.535774, -3.766738, -6.415203], [-0.452252, 0.574213, -4.383178], [-0.078999, 0.091839, -5.127552], [0.312348, 1.031229, -4.010826], [2.557352, 0.136163, -5.952493], [2.152984, -0.735879, -5.970311], [2.543244, 0.409524, -6.880124], [2.124292, 0.165966, -8.817127], [1.450198, 0.343128, -9.481515], [2.820916, 0.802733, -9.015509], [3.085098, 5.467503, 0.978597], [3.488634, 4.988813, 0.243113], [3.821983, 5.948891, 1.376064], [-6.194212, 0.071821, -0.956826], [-5.399573, -0.251161, -1.396392], [-6.919222, -0.324287, -1.458987], [-1.525908, -4.361806, 7.134222], [-1.701336, -4.094510, 6.225062], [-0.749732, -3.851723, 7.383363], [0.941049, 5.399098, 2.943259], [1.781365, 5.165731, 2.526609], [0.281020, 4.940339, 2.417985], [2.137644, 6.646682, -1.545910], [1.205360, 6.816609, -1.387023], [2.458254, 6.278962, -0.711309], [1.192814, -0.356482, 5.776275], [1.118600, -1.198734, 5.308033], [0.987136, -0.566967, 6.692188], [-1.734276, -0.075943, 4.038513], [-1.134074, 0.109225, 4.771339], [-2.133548, -0.925365, 4.279493], [-9.309402, 0.854252, -1.696102], [-8.736458, 1.238289, -1.024290], [-10.174028, 0.822660, -1.273947]],
  "forces_ev_per_angstrom": [[-0.9, -0.1, 0.6], [1.6, 0.2, -0.6], [-0.3, 0.2, -0.4], [0.0, -0.3, -0.3], [0.1, 1.0, 1.1], [-0.2, -0.6, -0.7], [-0.4, 0.8, 1.3], [0.5, -1.2, -0.9], [-0.1, 0.3, 0.3], [0.2, 1.7, -1.2], [-0.2, -0.3, 0.2], [-0.6, -1.1, -0.3], [-0.1, 0.3, 2.6], [1.0, -0.6, -1.1], [-0.3, 0.6, -0.7], [-0.5, -0.6, 0.3], [-0.1, -0.1, -0.1], [-0.1, 0.1, 0.1], [0.3, -0.4, 0.1], [0.2, 0.3, -0.6], [0.3, -0.1, 0.2], [-0.1, 0.0, 0.0], [-0.1, -0.2, -0.1], [0.2, -0.3, -0.2], [0.0, 0.3, -0.1], [0.0, 0.0, 0.0], [-0.1, 0.0, 0.2], [-0.9, 0.3, -0.1], [0.1, 0.0, 0.0], [-0.2, 0.0, -0.1], [0.0, 0.0, 0.1], [0.2, 0.0, 0.0], [-0.2, 0.1, -0.2], [-0.1, -0.1, 0.2], [-0.8, -0.4, -0.7], [0.4, 0.1, 0.0], [0.4, 0.2, 0.0], [0.1, 0.0, -0.1], [0.0, -0.1, 0.0], [0.0, 0.0, 0.1], [0.0, 0.3, 0.5], [0.1, -0.1, -0.1], [0.1, -0.1, 0.2], [0.0, -0.1, 0.3], [0.1, 0.0, 0.1], [0.0, 0.0, 0.0], [-0.2, 0.1, 0.2], [0.1, -0.1, 0.0], [0.0, -0.1, 0.0], [-0.1, 0.2, 0.1], [0.0, -0.1, -0.1], [0.1, 0.0, 0.0], [0.0, 0.2, -0.6], [-0.1, 0.0, 0.0], [0.0, 0.0, 0.1], [0.0, 0.1, 0.3], [0.0, 0.0, -0.1], [0.1, -0.1, -0.2], [-0.1, 0.2, 0.2], [0.2, -0.3, 0.0], [-0.2, -0.1, 0.1], [0.1, 0.1, -0.1], [-0.1, 0.0, 0.1], [0.0, -0.1, -0.1], [0.3, -0.1, -0.3], [0.2, -0.1, 0.2], [-0.1, 0.1, 0.0], [0.3, 0.0, 0.0], [0.0, 0.0, -0.1], [-0.2, 0.1, 0.2], [0.0, 0.0, -0.1], [0.0, 0.0, 0.0], [0.0, 0.0, 0.1], [0.0, -0.1, 0.0], [-0.1, 0.1, -0.1], [0.0, 0.0, 0.0], [0.0, -0.2, -0.1], [0.0, 0.1, 0.0], [-0.2, 0.3, 0.1], [-0.2, 0.0, 0.0], [0.1, -0.1, -0.2], [0.1, 0.1, 0.0], [-0.1, -0.1, 0.1], [0.2, 0.1, -0.1], [0.1, -0.1, 0.0], [0.2, -0.1, 0.2], [0.0, 0.1, 0.0], [-0.1, -0.1, -0.1]],
  "mulliken_charge": [-0.471, 0.134, -0.171, -0.422, 0.265, -0.849, -0.609, 0.131, -0.587, -0.041, -0.352, 0.233, 0.336, -0.376, -0.222, 0.287, 0.375, 0.220, 0.721, -0.897, 0.767, 0.240, 0.342, 0.347, 0.602, 0.244, 0.523, 0.337, -0.574, 0.267, 0.280, -0.580, 0.274, 0.261, -0.482, 0.232, 0.277, -0.620, 0.225, 0.344, -0.620, 0.310, 0.301, -0.603, 0.323, 0.305, -0.599, 0.276, 0.274, -0.677, 0.347, 0.321, -0.633, 0.281, 0.317, -0.624, 0.267, 0.328, -0.581, 0.251, 0.370, -0.646, 0.308, 0.322, -0.686, 0.336, 0.319, -0.623, 0.270, 0.329, -0.631, 0.356, 0.294, -0.619, 0.328, 0.275, -0.647, 0.296, 0.406, -0.630, 0.321, 0.314, -0.510, 0.260, 0.309, -0.630, 0.310, 0.324]
}

# 2
{
  "formula": "C8H5AlAuCl2NO3S",
  "method": "the ωB97M-V functional and the def2-TZVPD basis",
  "e_homo_ev": [-20.923, -20.849],
  "s2": 2.01,
  "e_lumo_ev": [-15.84, -15.84],
  "de_lowest_ev": 1.493,
  "orbital_gap_ev": [5.08, 5.01],
  "spin_multiplicity": 3,
  "total_charge": 4,
  "energy_ha": -2283.3049,
  "symbols": ["Al", "Au", "Cl", "Cl", "C", "C", "C", "O", "O", "O", "S", "C", "N", "C", "C", "C", "C", "H", "H", "H", "H", "H"],
  "coordinates": [[-4.065910, -1.195535, -6.486410], [-0.262041, -0.282469, 0.679804], [-2.097885, -2.017894, -6.474201], [-2.553379, -0.521868, 0.664930], [0.346381, 1.572729, 0.933964], [-4.668026, -1.306263, -8.431014], [-5.703080, -0.220073, -5.880109], [0.648320, 2.516416, 1.570790], [-5.053939, -1.327392, -9.534451], [-6.744749, 0.290224, -5.882312], [1.516294, -1.735921, 0.858173], [2.044545, -0.912218, 2.274607], [3.014115, 0.052255, 2.056570], [3.617445, 0.780138, 3.048079], [3.162540, 0.609298, 4.326718], [2.128686, -0.267808, 4.633298], [1.566972, -1.045485, 3.591998], [3.292270, 0.197967, 1.068569], [4.424675, 1.462791, 2.724954], [3.615034, 1.158379, 5.106436], [1.724146, -0.375854, 5.655518], [0.686245, -1.679113, 3.759028]],
  "forces_ev_per_angstrom": [[3.4, -1.6, -0.4], [-1.8, -1.0, -0.7], [-2.4, 1.1, 0.3], [0.5, -0.1, 0.1], [2.2, 6.7, 4.1], [-2.9, -0.1, -7.7], [-6.8, 3.3, 0.2], [-1.7, -5.1, -3.8], [2.6, 0.0, 6.9], [5.9, -2.8, 0.3], [-0.2, -0.8, -0.6], [1.4, 2.0, 2.6], [0.1, -0.5, -0.4], [-0.3, -0.4, -1.4], [-0.2, -0.3, 0.5], [-0.5, -0.6, -0.8], [-0.3, 0.0, -0.7], [0.3, 0.0, 1.0], [-0.6, -0.4, 0.3], [0.5, 0.6, 0.7], [0.4, 0.1, -0.6], [0.6, 0.0, 0.1]],
  "mulliken_spin": [0.000, 0.290, 0.000, 0.642, 0.104, 0.000, 0.000, -0.001, 0.000, 0.000, 0.981, -0.081, 0.032, 0.010, 0.005, -0.003, 0.026, -0.002, 0.000, 0.000, 0.001, -0.004]
}

# 3
{
  "formula": "C8H5AsO10PdS",
  "method": "the ωB97M-V functional and the def2-TZVPD basis",
  "e_homo_ev": [-9.000, -10.990],
  "s2": 6.02,
  "e_lumo_ev": [-0.66, -3.87],
  "orbital_gap_ev": [8.34, 7.12],
  "spin_multiplicity": 5,
  "total_charge": 0,
  "energy_ha": -3821.9491,
  "symbols": ["Pd", "O", "As", "O", "O", "C", "C", "C", "C", "C", "C", "S", "O", "O", "O", "H", "H", "H", "H", "H", "O", "C", "O", "C", "O", "O"],
  "coordinates": [[-2.150994, -0.523680, -0.506940], [-0.753342, 0.801756, 3.315075], [-0.731134, 0.183164, 1.675627], [-1.458785, 1.309653, 0.679041], [-1.848790, -1.068539, 1.621170], [1.160431, 0.015168, 1.345941], [2.039082, 0.435885, 2.333103], [3.400421, 0.451933, 2.061750], [3.873056, 0.055941, 0.819985], [2.990512, -0.359673, -0.167649], [1.632876, -0.374119, 0.094377], [0.519893, -0.953635, -1.175659], [-0.356904, 0.195144, -1.554376], [1.310686, -1.480842, -2.234889], [-0.373827, -1.906411, -0.474422], [-1.674780, 1.000803, 3.531536], [1.654037, 0.743607, 3.295005], [4.090569, 0.785836, 2.824381], [4.934691, 0.060528, 0.613976], [3.332437, -0.681955, -1.141763], [-3.454355, -0.439510, -4.496160], [-3.243607, -0.533327, -3.338273], [-2.765980, -1.299582, -2.495219], [-3.942277, 1.007729, -2.364916], [-4.308112, 1.860737, -3.094748], [-3.875804, 0.713390, -1.165955]],
  "forces_ev_per_angstrom": [[-0.4, 0.1, -0.8], [0.2, -0.2, -0.4], [0.6, 0.8, 1.9], [-0.4, -0.1, -0.6], [-0.1, -0.2, -0.6], [-0.4, -0.1, 0.0], [-0.2, -0.1, 0.0], [0.1, 0.0, -0.1], [0.0, 0.0, 0.1], [-0.1, 0.0, -0.1], [-0.1, -0.1, -0.1], [0.6, -0.4, -0.3], [-0.2, 0.0, 0.1], [0.0, 0.1, 0.1], [-0.2, 0.1, 0.0], [0.0, 0.0, 0.1], [0.1, 0.0, 0.0], [0.0, 0.0, 0.0], [0.0, 0.0, 0.0], [0.0, 0.0, 0.0], [0.0, 0.0, 0.2], [0.0, -0.2, -0.3], [0.3, 0.0, 0.4], [-0.2, 0.4, 0.0], [0.0, -0.2, 0.1], [0.3, 0.0, 0.4]],
  "mulliken_spin": [1.598, 0.008, -0.042, 0.421, 0.376, -0.003, 0.005, 0.001, 0.000, 0.002, -0.012, 0.008, 0.228, 0.028, 0.146, -0.001, -0.001, 0.000, 0.000, 0.000, 0.237, 0.153, 0.234, 0.147, 0.234, 0.231]
}

# 4
{
  "formula": "C8H5BF3O10Sn",
  "method": "the ωB97M-V functional and the def2-TZVPD basis",
  "e_homo_ev": -11.339,
  "e_lumo_ev": -9.39,
  "de_lowest_ev": 1.708,
  "orbital_gap_ev": 1.95,
  "total_charge": 1,
  "energy_ha": -1598.8051,
  "symbols": ["Sn", "O", "C", "O", "B", "O", "C", "O", "O", "C", "O", "C", "O", "O", "C", "C", "O", "C", "O", "C", "F", "F", "F", "H", "H", "H", "H", "H"],
  "coordinates": [[-2.991442, 24.175503, -38.528476], [-3.576984, 23.155670, -35.895935], [-4.395603, 22.980084, -34.989254], [-4.790321, 23.835393, -34.121696], [-5.711807, 23.228217, -33.162586], [-5.785750, 21.800654, -33.551791], [-5.042231, 21.636143, -34.624375], [-4.908337, 20.638046, -35.293069], [-7.047882, 23.898799, -33.224067], [-7.391012, 24.369859, -32.029557], [-8.396771, 24.949876, -31.737359], [-6.192781, 24.086756, -31.113648], [-5.319531, 23.358805, -31.772058], [-6.070922, 24.378797, -29.956586], [-8.358207, 25.521175, -40.268726], [-7.060684, 25.574733, -41.090010], [-6.871489, 24.315277, -41.767588], [-5.777603, 23.619760, -41.542114], [-4.926820, 23.895346, -40.721239], [-5.773716, 22.326078, -42.378777], [-4.634074, 22.302690, -43.060427], [-5.716576, 21.279934, -41.522913], [-6.794405, 22.198588, -43.188167], [-8.295061, 24.680290, -39.576002], [-9.208806, 25.307290, -40.915056], [-8.564116, 26.424125, -39.698088], [-6.239636, 25.811365, -40.415110], [-7.090172, 26.386912, -41.814194]],
  "forces_ev_per_angstrom": [[-1.3, -1.0, 1.2], [0.5, 0.9, -2.2], [-0.3, 0.2, 1.4], [1.2, 0.8, -1.6], [-2.5, -0.2, 2.3], [0.8, 0.5, -1.0], [-0.7, -2.1, -0.7], [0.1, 1.0, 0.5], [0.6, -0.6, -1.1], [-0.3, 0.8, 0.4], [0.6, -0.5, -0.3], [-0.4, 0.2, 2.3], [1.2, -0.4, -1.5], [-0.3, 0.2, -0.8], [0.2, -0.9, -0.5], [-0.8, 1.2, 1.2], [1.1, -0.3, -0.1], [-2.2, 0.7, 0.1], [1.4, 0.0, 0.9], [0.9, -0.9, 0.5], [0.2, 0.2, -0.5], [-0.4, 0.5, -0.2], [0.0, 0.1, 0.2], [0.0, 0.1, 0.1], [0.0, 0.2, 0.0], [0.3, 0.1, -0.2], [0.2, -0.4, -0.2], [0.0, -0.4, -0.4]],
  "mulliken_charge": [1.739, -0.676, 0.615, -0.513, 1.023, -0.408, 0.641, -0.565, -0.500, 0.576, -0.545, 0.601, -0.484, -0.548, -1.125, -0.179, -0.218, 0.390, -0.555, 0.849, -0.232, -0.239, -0.190, 0.317, 0.307, 0.378, 0.220, 0.320]
}

# 5
{
  "formula": "C8H5BrClF2N",
  "method": "the ωB97M-V functional and the def2-TZVPD basis",
  "e_homo_ev": [-6.237, -9.226],
  "s2": 2.01,
  "e_lumo_ev": [0.36, -2.17],
  "orbital_gap_ev": [6.60, 7.06],
  "spin_multiplicity": 3,
  "total_charge": 0,
  "energy_ha": -3596.3076,
  "symbols": ["C", "C", "C", "C", "C", "C", "C", "C", "N", "F", "F", "Cl", "Br", "H", "H", "H", "H", "H"],
  "coordinates": [[-0.563137, 1.846017, 2.376846], [-0.299525, 2.414492, 1.125033], [-0.912414, 0.504265, 2.500932], [0.069561, 1.571051, 0.089599], [-0.846877, -0.294497, 1.406675], [-0.277587, 0.264343, 0.244312], [0.242288, -0.685632, -1.972849], [0.999858, -2.713547, -2.416208], [-0.066732, -0.656672, -0.800416], [1.050855, -3.547258, -1.333248], [0.148139, -3.291072, -3.320625], [0.412417, 0.225348, -3.354372], [2.808409, -2.488576, -2.898523], [-0.672181, 2.632280, 3.141324], [-0.164857, 3.402742, 0.973979], [-1.194560, 0.160488, 3.582842], [0.439827, 1.891479, -0.805472], [-1.173485, -1.235252, 1.460171]],
  "forces_ev_per_angstrom": [[-1.0, 2.2, -0.6], [1.1, -3.4, 0.8], [-0.1, 0.7, 3.4], [-1.8, -0.3, 2.0], [1.5, 3.5, -0.7], [-0.2, -2.2, 0.1], [-1.9, 0.4, 1.3], [0.4, -4.7, 0.3], [0.3, 0.3, -0.5], [-0.8, 0.7, -0.7], [1.2, 1.1, 1.0], [0.3, 1.6, -1.0], [0.5, 0.3, -0.8], [0.0, -1.0, 0.2], [0.3, 3.2, 0.0], [0.4, 0.3, -2.4], [1.0, 1.0, -2.2], [-0.9, -3.7, -0.2]],
  "mulliken_spin": [0.005, 0.002, 0.000, 0.005, -0.005, 0.035, 0.645, 0.701, 0.175, 0.039, 0.050, 0.194, 0.153, 0.000, 0.001, 0.000, 0.006, -0.005]
}